[1]
Molecular formula: C6H10O
Method: DFT, wB97M-V/def2-TZVPD

Atoms and positions in Å:
1 H -2.02918 1.27705 -0.87072
2 C 0.89057 -0.47066 -0.13539
3 H 0.15353 0.08651 1.96397
4 C -1.22981 -0.37713 0.30174
5 C 0.00499 -0.63562 1.15177
6 C 2.05876 0.51590 -0.22651
7 H 1.24048 -1.46824 -0.42674
8 H -0.53429 -0.37663 -1.97359
9 C -0.36758 -0.13094 -0.92658
10 O -2.38293 -1.11577 0.50416
11 H -3.05313 -0.78233 -0.10288
12 H 3.02791 0.01483 -0.12097
13 H 2.01377 1.31292 0.52301
14 H -0.70235 1.81216 0.26400
15 H 0.03631 -1.64817 1.56265
16 H 2.03736 0.99931 -1.21141
17 C -1.16441 0.98680 -0.27651

SMILES: C[C@H]1C[C@@]2(O)C[C@@H]12
ΔE to the lowest compared entry with this formula, charge and spin: 33.5 kcal per mole
Lowest unoccupied orbital energy: 0.942 eV
Total charge: 0
HOMO: -8.897 eV
Gap between HOMO and LUMO: 9.8 eV



[2]
Molecular formula: C8H11N
Method: DFT, wB97M-V/def2-TZVPD

Atoms and positions in Å:
1 C 0.84178 -1.09500 -1.67096
2 H 1.00688 0.70344 0.77393
3 C -0.62938 -1.44494 0.44773
4 H -1.41834 0.97232 3.08370
5 C 0.16237 -1.84738 -0.52299
6 H -1.20069 -2.11739 1.05660
7 H 0.50026 2.42234 -1.39902
8 C -0.56506 1.14862 2.50859
9 H 0.41785 -2.90048 -0.59347
10 H 0.21749 0.33826 2.68769
11 N -1.00818 1.21395 1.10599
12 C 0.09893 0.94249 0.23566
13 C 0.40993 1.36848 -1.12767
14 C 0.70673 0.39483 -2.02442
15 H 0.58665 -1.67301 -2.64516
16 H 0.96654 0.69685 -3.08373
17 C -1.03490 -0.01360 0.30836
18 H -0.17119 2.09862 2.81949
19 H -1.82325 0.01353 -0.41377
20 H 1.93558 -1.22192 -1.54656

SMILES: CN1[C@@H]2C=CCC=C[C@H]21
ΔE to the lowest compared entry with this formula, charge and spin: 55.2 kcal per mole
Lowest unoccupied orbital energy: 1.080 eV
Total charge: 0
HOMO: -8.773 eV
Gap between HOMO and LUMO: 9.9 eV



[3]
Molecular formula: C4H11N3PS
Method: DFT, wB97M-V/def2-TZVPD

Atoms and positions in Å:
1 C 1.03660 -2.06967 0.27823
2 C -0.00661 0.29675 -1.57705
3 S 2.11475 -0.89467 -0.27907
4 N -0.07605 -1.62380 0.78202
5 C 0.72740 0.34823 -0.23045
6 H -0.47141 2.40911 2.49853
7 H -0.89196 0.93469 -1.48024
8 N -1.38269 2.06389 2.24655
9 C -0.06066 -0.15670 0.96971
10 H 1.45266 1.44457 -2.50722
11 H 1.11730 1.35127 -0.06123
12 H 0.59107 -0.01825 1.84713
13 H 1.23954 -3.13125 0.20577
14 H -0.37250 -0.71419 -1.76248
15 H 1.24674 -0.03443 -3.18003
16 H -0.83391 -2.23091 1.06381
17 H -2.27777 -0.29371 2.13443
18 P -1.59651 0.75712 1.48102
19 N 0.77324 0.72451 -2.71388
20 H -2.32923 0.83745 0.28447

ΔE to the lowest compared entry with this formula, charge and spin: 2.4 kcal per mole
Lowest unoccupied orbital energy: -4.890 eV
Total charge: +1
HOMO: -12.929 eV
Gap between HOMO and LUMO: 8.0 eV



[4]
Molecular formula: C45H53BrN9OSSr
Method: DFT, wB97M-V/def2-TZVPD

Atoms and positions in Å:
1 C -0.18584 3.33293 -4.39745
2 C 1.18374 -4.78130 -1.36209
3 H -4.81621 5.50729 1.15540
4 C 3.68162 -3.57524 -4.58452
5 N -4.89759 0.85784 -0.31801
6 H 2.49843 -2.94974 1.21662
7 C 1.91950 -4.46010 -0.22405
8 C 3.04040 1.25236 2.14672
9 H 4.50045 -5.45850 -5.20621
10 H 2.46246 2.65466 -3.19426
11 C 0.87398 -1.02856 4.93972
12 N -2.83069 1.39634 0.69185
13 C 4.37174 -4.76349 -4.38729
14 Sr 0.15630 0.90587 0.79654
15 H 4.15189 -1.00167 -1.41198
16 H 2.32628 -7.92516 -1.88529
17 C 2.07162 2.50914 -2.17949
18 H 2.81124 1.92412 -1.62651
19 H 3.27162 -3.33967 -5.55764
20 C -3.30445 2.00694 4.97828
21 H 4.34532 -2.30302 -0.22686
22 C -0.40314 2.59522 -2.04058
23 H 0.88292 3.32850 -4.22931
24 H 2.26213 3.91279 0.45246
25 H -3.62083 -2.49887 0.49985
26 C -2.43390 2.35129 3.95245
27 H -0.20138 0.14581 -2.94684
28 O 2.05366 -0.51766 0.09569
29 H 2.59990 -2.27291 5.18688
30 H -3.00307 0.11540 2.90217
31 H -6.69859 -0.19973 -0.65857
32 C 3.51778 -2.68782 -3.53381
33 S 2.05933 -1.76111 -0.77686
34 H 0.48962 -4.05644 -1.77225
35 H 6.13779 2.34485 1.36514
36 C -4.00875 4.92519 0.73071
37 H -2.68952 3.29665 -4.24290
38 C -3.18194 -0.81880 2.40124
39 C -2.99263 0.90982 5.76094
40 H 1.97585 3.48537 -1.70725
41 C 0.33630 0.02352 4.20751
42 H 5.13533 -4.40131 -1.11190
43 C 4.28585 3.29073 0.82339
44 H 5.43769 -5.97826 -2.97752
45 H -5.27000 -2.22386 1.11733
46 C 2.78532 -5.40122 0.31870
47 H 4.73185 4.13365 0.31547
48 H -6.34846 0.20537 1.02926
49 H -4.20255 2.58401 5.14787
50 H 1.54271 0.00729 -2.83126
51 C 5.05764 2.30324 1.41007
52 C -3.97024 3.55367 0.92815
53 C 2.91336 -0.76444 3.69953
54 H 5.01503 0.52343 2.59581
55 C -1.97667 4.78800 -0.52832
56 H 0.77502 -6.26021 -2.85274
57 H -0.44269 2.56894 -5.13442
58 H 0.31604 -1.51403 5.72594
59 H -3.64823 0.59585 6.56221
60 N 2.28918 2.17158 1.52662
61 H -2.37905 4.69399 -3.18976
62 H -5.31930 1.02145 -2.33894
63 H 0.77118 -2.90857 0.75378
64 H 3.59700 -7.37870 0.16395
65 C -2.30554 3.60683 -3.26913
66 C 1.34026 -6.02062 -1.96184
67 C 1.78680 -3.10537 0.40310
68 C 0.73178 0.68883 -3.08548
69 C 4.89855 -5.05402 -3.13809
70 H -0.45039 4.30586 -4.81528
71 H 0.85538 0.97350 -4.13595
72 C -6.27640 0.56072 0.00512
73 H -1.55393 -0.63606 6.11453
74 C 2.90903 3.16986 0.90365
75 C -3.00088 5.55114 0.00847
76 H -3.62410 1.24415 -1.90027
77 N 1.03751 0.61236 3.24313
78 H -6.88108 1.46772 -0.09057
79 N -0.88700 2.61268 -0.84531
80 H -4.76146 -1.55696 -0.45035
81 H -1.17792 5.26115 -1.08939
82 C -0.99476 0.65078 4.47660
83 N -1.31028 1.69218 3.69967
84 H -2.22553 -1.29772 2.15313
85 H 2.97467 -1.76258 -3.69240
86 C 2.92540 -6.64936 -0.27015
87 H -3.74279 -1.48055 3.06521
88 C 3.82833 -2.00933 -1.14126
89 H -2.65276 3.18487 3.29458
90 H -3.00915 6.62379 -0.13012
91 H -2.91894 3.16737 -2.49816
92 C -1.81912 0.21745 5.50764
93 C 4.42709 1.27445 2.08962
94 C 2.21070 -6.95624 -1.41796
95 N 0.79179 1.81683 -2.16196
96 C 2.31023 0.29563 3.03101
97 N -0.92899 3.15310 -3.16104
98 C 2.16476 -1.44205 4.64749
99 H -4.74203 3.06732 1.51483
100 H 3.93426 -1.05604 3.50129
101 C -4.64756 1.46453 -1.60026
102 H 3.35418 -5.15696 1.20921
103 C -4.43967 -1.77934 0.56199
104 Br -1.18196 -1.30601 -0.58775
105 C -1.94948 3.40602 -0.36386
106 H -4.80767 2.54882 -1.59488
107 C 4.03710 -2.97641 -2.27415
108 N -3.96400 -0.57366 1.22015
109 C 4.73151 -4.16410 -2.08766
110 C -2.94415 2.76533 0.40051
111 C -3.86111 0.60743 0.54897

Lowest unoccupied orbital energy: -2.558 eV
Total charge: +1
HOMO: -9.655 eV
Gap between HOMO and LUMO: 7.1 eV



[5]
Molecular formula: C2H6OS2
Method: DFT, wB97M-V/def2-TZVPD

Atoms and positions in Å:
1 H 1.40463 0.12678 1.84380
2 H 4.07247 -2.60672 0.70243
3 O 3.11203 -2.53990 0.82650
4 C 1.92420 -0.83320 1.80491
5 S -4.09264 1.86966 -3.21469
6 H 1.84462 -1.12492 2.84365
7 H 2.68500 -0.75702 -0.19249
8 S -4.60151 3.02491 -1.67512
9 C 2.56128 -1.28859 0.74118
10 H -3.72525 3.03478 -0.62935
11 H -5.18485 1.09424 -3.05081

2S+1: 2
ΔE to the lowest compared entry with this formula, charge and spin: 46.3 kcal per mole
Expectation value of S²: 0.755
Lowest unoccupied orbital energy (alpha / beta): -5.792 / -9.644 eV
Total charge: +1
HOMO (alpha / beta): -11.154 / -11.154 eV
Gap between HOMO and LUMO (alpha / beta): 5.4 / 1.5 eV



The maximum force results, record by record, are as follows: 0.3; 1.9; 0.5; 1.4; 2.4 eV/A.
The E_tot results, record by record, are as follows: -8429.788; -9960.731; -28912.389; -144697.149; -25877.960 eV.